Record 1
88
Properties=species:S:1:pos:R:3 method="wB97M-V/def2-TZVPD" e_homo_ha=-0.3642 lumo_ev=-3.399 total_charge=+1 smiles="C[C@@H](C=[N+]1CCOCC1)[C@@H](/C=C/N1CCC[C@@H]1C(O[Si](C)(C)C)(c1ccccc1)c1ccccc1)c1ccccc1" energy_ha=-1949.2699
C 1.09 2.17 -2.87
C 0.54 0.88 -2.26
C 0.99 0.94 -0.82
N 1.77 0.10 -0.20
C 2.33 0.46 1.13
C 2.53 -0.72 2.07
O 2.22 -1.97 1.45
C 2.90 -2.07 0.19
C 2.25 -1.16 -0.84
H 1.61 1.98 -3.82
H 0.27 2.86 -3.08
H 1.80 2.67 -2.20
H 0.98 0.02 -2.81
H 0.65 1.82 -0.26
H 3.31 0.92 0.96
H 1.67 1.20 1.59
H 3.59 -0.74 2.39
H 1.87 -0.64 2.95
H 3.97 -1.80 0.29
H 2.79 -3.13 -0.10
H 1.40 -1.69 -1.30
H 2.97 -0.92 -1.63
C -2.24 8.30 -6.11
Si -1.24 7.10 -7.12
C -1.31 7.48 -8.94
C 0.53 7.07 -6.55
O -1.97 5.59 -6.93
C -1.60 4.47 -6.16
C -0.43 3.71 -6.84
C -0.17 3.84 -8.21
C 0.82 3.03 -8.80
C 1.51 2.08 -8.04
C 1.23 1.93 -6.68
C 0.26 2.75 -6.11
C -1.43 4.90 -4.71
C -0.17 4.97 -4.11
C -0.09 5.27 -2.74
C -1.24 5.59 -2.02
C -2.47 5.69 -2.68
C -2.56 5.39 -4.04
C -2.81 3.48 -6.18
C -3.23 3.13 -7.62
C -2.88 1.66 -7.83
C -2.51 1.07 -6.46
N -2.48 2.20 -5.54
C -2.17 2.03 -4.21
C -1.55 0.90 -3.71
C -0.96 0.77 -2.32
C -1.30 -0.60 -1.67
C -1.55 -0.65 -0.30
C -1.56 -1.88 0.36
C -1.36 -3.06 -0.38
C -1.23 -3.00 -1.77
C -1.20 -1.77 -2.43
H -1.79 9.30 -6.15
H -3.26 8.37 -6.50
H -2.29 7.99 -5.06
H -0.90 8.49 -9.09
H -0.71 6.78 -9.53
H -2.34 7.46 -9.31
H 1.02 7.97 -6.94
H 0.61 7.09 -5.45
H 1.08 6.20 -6.92
H -0.72 4.56 -8.82
H 1.03 3.15 -9.86
H 2.26 1.44 -8.50
H 1.73 1.19 -6.05
H -0.04 2.62 -5.07
H 0.73 4.79 -4.71
H 0.89 5.23 -2.25
H -1.17 5.79 -0.95
H -3.37 6.01 -2.15
H -3.49 5.54 -4.59
H -3.68 3.91 -5.66
H -4.32 3.26 -7.67
H -2.78 3.79 -8.36
H -3.73 1.12 -8.26
H -2.04 1.55 -8.53
H -3.26 0.33 -6.14
H -1.54 0.55 -6.50
H -2.40 2.87 -3.55
H -1.49 0.02 -4.35
H -1.42 1.52 -1.66
H -1.71 0.28 0.25
H -1.72 -1.91 1.44
H -1.32 -4.02 0.14
H -1.14 -3.92 -2.36
H -1.07 -1.73 -3.51

=====

Record 2
102
Properties=species:S:1:pos:R:3 method="wB97M-V/def2-TZVPD" e_homo_ha="-0.2866 / -0.2863" spin_multiplicity=2 de_lowest_ev=1.3795 lumo_ev="-0.527 / -3.095" total_charge=0 energy_ha=-9048.3346
In 0.23 0.04 1.04
C -0.71 -3.31 -2.02
C 0.06 -2.31 -1.22
N -0.43 -1.80 -0.14
N -1.63 -2.29 0.30
C -1.75 -2.26 1.59
S -0.57 -1.73 2.76
S -3.26 -2.78 2.31
C -3.85 -4.01 1.10
C -3.33 -5.38 1.41
C -4.10 -6.28 2.14
C -3.60 -7.53 2.48
C -2.32 -7.90 2.10
C -1.54 -7.01 1.36
C -2.05 -5.76 1.02
C 1.44 -1.98 -1.58
C 1.88 -1.99 -2.89
C 3.24 -1.91 -3.20
C 4.21 -1.88 -2.20
C 3.84 -1.85 -0.89
C 2.44 -1.82 -0.51
O 2.12 -1.64 0.68
H -0.93 -4.19 -1.41
H -0.15 -3.64 -2.89
H -1.66 -2.89 -2.32
H -3.57 -3.65 0.12
H -4.94 -3.99 1.18
H -5.10 -6.00 2.45
H -4.21 -8.22 3.05
H -1.92 -8.87 2.37
H -0.54 -7.28 1.06
H -1.43 -5.06 0.47
H 1.16 -2.06 -3.69
H 3.54 -1.89 -4.24
H 5.26 -1.85 -2.47
H 4.55 -1.76 -0.08
N 0.03 1.76 2.48
C -1.28 1.62 3.14
C -1.67 2.83 3.98
C -0.82 3.00 5.23
C -1.19 2.04 6.36
N -0.89 0.64 6.08
C 0.33 0.10 6.09
N 1.38 0.80 6.52
N 0.50 -1.17 5.72
C -2.35 1.23 2.09
O -3.50 1.60 2.28
O -1.93 0.50 1.14
H 0.81 1.93 3.12
H 0.01 2.52 1.81
H -1.20 0.73 3.77
H -2.72 2.73 4.23
H -1.60 3.72 3.35
H -0.98 4.01 5.63
H 0.25 2.94 5.00
H -2.26 2.09 6.55
H -0.70 2.32 7.30
H -1.64 0.06 5.73
H 1.32 1.80 6.57
H 2.30 0.43 6.29
H -0.23 -1.63 5.20
H 1.46 -1.48 5.53
C 3.99 2.28 -5.42
C 2.52 2.71 -5.36
C 1.76 1.97 -6.46
C 2.45 4.22 -5.63
C 1.89 2.42 -4.00
C 2.63 2.01 -2.90
C 1.98 1.79 -1.71
Br 3.03 1.28 -0.21
C 0.60 1.91 -1.50
O 0.06 1.62 -0.34
C -0.15 2.40 -2.61
C 0.53 2.62 -3.80
C -1.64 2.77 -2.59
C -2.38 2.46 -1.30
C -1.75 4.28 -2.84
C -2.37 2.02 -3.72
H 4.38 2.44 -6.42
H 4.10 1.22 -5.18
H 4.61 2.85 -4.73
H 2.21 2.17 -7.44
H 0.71 2.27 -6.51
H 1.78 0.89 -6.29
H 2.94 4.47 -6.57
H 2.94 4.78 -4.83
H 1.42 4.56 -5.69
H 3.70 1.86 -2.95
H -0.05 2.99 -4.64
H -2.01 3.06 -0.46
H -2.31 1.42 -1.00
H -3.44 2.70 -1.44
H -1.22 4.84 -2.06
H -2.80 4.58 -2.82
H -1.33 4.58 -3.80
H -2.25 0.94 -3.60
H -2.00 2.29 -4.71
H -3.43 2.25 -3.69
Cl 2.94 2.24 3.97
Ge 3.17 0.04 3.14
Cl 5.26 0.23 2.40
Cl 3.69 -0.84 5.25

=====

Record 3
101
Properties=species:S:1:pos:R:3 method="wB97M-V/def2-TZVPD" e_homo_ha=-0.3185 lumo_ev=-0.526 total_charge=0 energy_ha=-3162.7419
N -4.10 2.10 4.15
C -2.87 1.76 3.41
C -1.84 2.86 3.46
C -2.00 4.03 2.62
C -3.11 4.05 1.58
C -2.60 4.14 0.13
C -2.09 2.85 -0.49
F -0.99 3.14 -1.24
F -1.69 1.98 0.46
C -3.06 2.12 -1.45
F -2.37 1.44 -2.38
F -3.80 3.04 -2.10
C -4.05 1.15 -0.77
F -5.03 0.89 -1.65
F -4.60 1.75 0.29
C -3.43 -0.24 -0.32
F -3.61 -0.39 0.99
F -2.15 -0.34 -0.58
F -4.07 -1.23 -0.94
C -1.18 5.11 2.72
C -0.12 5.08 3.66
N 0.78 6.05 3.87
S 1.77 5.48 5.00
N 1.13 4.05 5.26
C 0.07 3.94 4.45
C -0.80 2.80 4.36
C -0.44 1.63 5.23
C 0.71 0.86 4.59
C 1.96 0.80 5.20
C 3.01 0.11 4.59
C 2.85 -0.51 3.36
C 1.60 -0.46 2.75
C 0.55 0.21 3.36
H -4.04 1.82 5.11
H -4.31 3.08 4.09
H -3.17 1.55 2.39
H -2.50 0.83 3.81
H -3.82 3.25 1.73
H -3.67 4.97 1.75
H -3.35 4.62 -0.48
H -1.74 4.81 0.13
H -1.33 5.97 2.09
H -1.27 0.95 5.36
H -0.08 2.01 6.18
H 2.13 1.29 6.14
H 3.98 0.07 5.06
H 3.66 -1.03 2.87
H 1.43 -0.94 1.80
H -0.39 0.25 2.84
C 0.36 2.04 -4.50
C -0.90 2.58 -5.17
C -0.58 4.07 -5.27
O 0.83 4.17 -5.41
C 1.44 2.90 -5.14
H 0.52 0.97 -4.66
H 0.32 2.22 -3.42
H -1.01 2.15 -6.17
H -1.81 2.38 -4.61
H -0.88 4.59 -4.35
H -1.07 4.55 -6.11
H 1.79 2.47 -6.08
H 2.30 3.05 -4.49
C 6.11 -1.62 -1.21
C 4.79 -0.86 -1.25
C 4.00 -1.56 -0.16
O 4.95 -2.00 0.82
C 6.27 -1.87 0.28
H 6.94 -1.07 -1.64
H 6.02 -2.57 -1.74
H 4.94 0.19 -0.99
H 4.29 -0.90 -2.22
H 3.47 -2.44 -0.54
H 3.27 -0.90 0.32
H 6.77 -1.03 0.77
H 6.83 -2.79 0.49
C -7.36 -3.59 -1.69
C -7.10 -2.62 -0.54
C -8.50 -2.48 0.05
O -9.16 -3.72 -0.17
C -8.41 -4.52 -1.09
H -6.47 -4.13 -2.03
H -7.78 -3.06 -2.55
H -6.43 -3.08 0.18
H -6.68 -1.67 -0.86
H -9.06 -1.69 -0.45
H -8.48 -2.27 1.12
H -7.94 -5.34 -0.54
H -9.08 -4.94 -1.83
C 7.09 -7.12 -2.29
C 8.37 -6.45 -2.79
C 7.88 -5.05 -3.13
O 6.82 -4.77 -2.22
C 6.43 -5.97 -1.54
H 7.27 -7.98 -1.65
H 6.47 -7.43 -3.13
H 9.11 -6.41 -1.99
H 8.82 -6.96 -3.65
H 7.49 -5.00 -4.15
H 8.66 -4.29 -3.02
H 6.78 -5.91 -0.50
H 5.34 -6.04 -1.53